Entry 1:
{"formula": "C28H28O4", "method": "ωB97M-V/def2-TZVPD", "species": ["H", "H", "H", "C", "C", "H", "C", "C", "C", "C", "H", "O", "C", "H", "H", "C", "H", "C", "C", "H", "C", "C", "H", "O", "C", "O", "H", "C", "C", "C", "H", "H", "H", "C", "H", "C", "H", "H", "C", "C", "C", "H", "H", "C", "C", "H", "C", "H", "H", "H", "C", "C", "O", "H", "H", "H", "C", "C", "H", "H"], "coordinates": [[1.851, -0.673, -1.711], [-3.522, 2.665, -3.656], [-5.571, 1.261, -3.312], [0.601, 5.543, 3.429], [-0.242, 1.399, -1.544], [-0.275, 0.557, -3.520], [2.686, -4.612, 1.375], [-4.585, 0.848, -3.112], [1.516, -0.035, -2.544], [-0.735, 1.129, -0.141], [2.025, -2.276, 1.465], [1.258, 3.374, -1.394], [-0.348, 2.208, 0.864], [-0.119, -6.353, 0.501], [0.057, 5.551, 4.380], [0.979, 2.513, 1.170], [-3.907, 2.516, -1.917], [1.195, -6.858, 2.166], [1.496, -4.957, 0.738], [4.005, -5.091, 3.000], [-1.370, 2.886, 1.531], [-1.075, 3.937, 2.403], [0.610, -7.729, 2.461], [0.919, -4.120, -0.226], [-3.626, 1.965, -2.821], [-1.535, 3.406, -2.181], [-1.834, 1.140, -0.185], [0.652, -0.666, 1.040], [2.349, -6.493, 2.868], [1.063, 2.224, -1.707], [-1.886, 4.438, 2.936], [1.675, 5.543, 3.642], [1.169, 0.045, 1.683], [3.096, -5.380, 2.470], [3.253, -3.742, 1.042], [-0.446, -0.289, 0.281], [1.804, 1.912, 0.789], [3.086, 1.405, -1.938], [2.109, 1.368, -2.435], [0.393, -2.902, 0.185], [-0.866, -2.582, -0.349], [1.796, -0.539, -3.479], [2.216, 1.812, -3.439], [1.277, 3.614, 1.976], [-1.404, 2.207, -2.142], [0.363, 6.476, 2.902], [0.777, -6.107, 1.069], [-2.277, -0.994, -0.648], [-4.271, 0.273, -3.985], [2.322, 3.904, 2.132], [0.256, 4.343, 2.591], [-1.303, -1.275, -0.243], [-2.352, 1.332, -2.580], [-0.573, -0.666, -2.300], [2.673, -7.083, 3.729], [-1.439, -3.346, -0.870], [0.009, 0.229, -2.508], [1.104, -1.990, 0.967], [-4.676, 0.171, -2.261], [-2.400, 2.563, 1.362]], "e_lumo_ev": 0.7, "de_lowest_kcal_mol": 0.0, "smiles": "CCOC(=O)[C@@]1([C@H](c2ccc(C)cc2)c2ccc(Oc3ccccc3)cc2)CCCC1=O", "homo_energy_ev": -8.503, "homo_lumo_gap_ev": 9.176}

=====

Entry 2:
{"formula": "C28H29AlF15GeI2SSi4Te", "method": "ωB97M-V/def2-TZVPD", "species": ["C", "H", "H", "Ge", "H", "H", "H", "C", "F", "C", "H", "C", "C", "H", "F", "Si", "H", "C", "C", "F", "F", "I", "C", "C", "C", "F", "I", "H", "H", "Si", "F", "H", "F", "C", "F", "C", "H", "C", "C", "H", "H", "C", "H", "H", "F", "C", "Si", "C", "C", "Al", "H", "C", "C", "H", "Si", "H", "H", "H", "H", "S", "H", "F", "H", "H", "H", "Te", "C", "F", "C", "H", "C", "C", "H", "F", "C", "C", "C", "F", "F", "H", "F", "C"], "coordinates": [[2.961, -2.187, -1.583], [-6.841, 0.960, 1.959], [-0.540, 2.671, -2.800], [3.289, 1.136, 1.131], [-4.235, -4.948, -0.903], [-4.946, -3.357, -1.180], [0.025, -1.538, -3.231], [-3.065, -0.478, -2.856], [8.228, -0.471, 1.384], [6.003, 0.299, 1.457], [-1.197, -4.877, 0.416], [2.671, 3.738, -2.117], [7.206, 0.029, 2.069], [-3.861, 0.093, -2.369], [1.703, 3.910, -3.019], [-3.072, -3.284, 0.477], [-5.004, -3.567, 1.995], [2.597, 2.740, -1.177], [-4.727, 2.098, -0.529], [8.480, 0.023, 4.033], [5.843, 5.185, -1.205], [-2.512, -0.443, 3.166], [-6.258, -0.580, -0.749], [3.586, 2.510, -0.241], [4.680, 3.360, -0.272], [5.673, 3.210, 0.608], [-1.094, 4.125, 0.419], [-3.825, -4.866, 2.222], [-7.240, -0.099, -0.816], [-1.419, 0.384, -2.679], [3.079, -2.443, -2.885], [-5.775, -0.326, 2.536], [3.871, 5.533, -3.021], [-1.287, -3.786, 0.376], [5.884, 0.061, 0.141], [-3.933, -3.790, 2.051], [-0.931, 1.490, 3.942], [-5.798, 0.631, 2.008], [3.120, -0.904, -1.095], [-4.655, 1.995, -1.615], [0.864, -0.004, -3.519], [5.085, 1.073, 3.499], [-3.790, 2.534, -0.166], [-3.529, -3.276, 2.927], [2.624, -1.460, 2.415], [-0.097, -0.518, -3.599], [-3.139, -0.885, 0.429], [-1.560, 1.473, 3.054], [4.786, 4.383, -1.196], [-0.417, 1.958, 1.483], [-3.407, -3.788, -1.941], [2.551, -2.969, 0.642], [-1.491, 2.190, -3.036], [-2.274, 2.698, -2.470], [-5.117, 0.474, 0.285], [-5.894, -0.721, -1.771], [-5.526, 2.816, -0.318], [-0.349, -0.572, -4.664], [-6.409, -1.568, -0.303], [1.599, 1.700, 2.397], [-3.323, -0.565, -3.918], [2.267, -3.965, 1.479], [-0.697, -3.375, 1.201], [-0.844, -3.448, -0.565], [-1.680, 2.339, -4.106], [-0.816, -0.100, -0.204], [7.337, 0.286, 3.423], [4.079, 1.583, 4.213], [2.730, -1.681, 1.099], [-5.246, 1.360, 2.607], [6.279, 0.811, 4.141], [-3.999, -3.885, -1.027], [-3.050, -1.493, -2.437], [3.400, 0.060, -1.982], [4.918, 0.818, 2.149], [2.661, -3.216, -0.712], [2.998, -0.614, 0.253], [2.460, -4.441, -1.180], [1.501, 1.948, -1.177], [-2.372, 2.176, 3.225], [6.421, 1.058, 5.438], [3.779, 4.567, -2.123]], "e_lumo_ev": -4.0, "de_lowest_kcal_mol": 0.0, "total_charge": 1, "homo_energy_ev": -11.502, "homo_lumo_gap_ev": 7.519}

=====

Entry 3:
{"formula": "C28H29AsF6N3O5PSTeTm", "method": "ωB97M-V/def2-TZVPD", "species": ["C", "C", "H", "C", "C", "F", "C", "C", "H", "C", "H", "C", "N", "H", "H", "C", "H", "H", "C", "C", "C", "H", "H", "N", "H", "F", "Tm", "S", "H", "H", "H", "O", "F", "C", "C", "C", "O", "C", "H", "C", "C", "H", "H", "H", "O", "C", "H", "H", "C", "H", "N", "C", "H", "Te", "P", "C", "C", "O", "H", "F", "H", "As", "F", "C", "O", "C", "C", "H", "H", "H", "H", "C", "H", "C", "H", "F"], "coordinates": [[5.306, -0.999, -1.717], [-1.773, 0.826, 2.888], [-4.842, -1.612, -5.536], [2.073, -0.042, 1.487], [-2.447, 0.332, 0.502], [1.578, -1.931, -2.026], [2.089, 4.329, -1.550], [5.900, -0.539, -2.881], [3.948, 2.164, -3.446], [4.278, -0.265, 1.384], [-2.799, 1.032, 3.160], [-3.241, 3.772, -3.448], [2.190, -0.479, 0.299], [-4.242, 0.295, -4.077], [-1.599, 5.074, -2.877], [-3.629, -0.948, -2.443], [-4.554, -3.928, -4.722], [6.732, -1.081, -3.312], [3.761, 0.832, -1.776], [-1.782, 4.058, -3.222], [-3.358, 0.214, -1.526], [4.820, 0.656, 1.187], [1.018, 6.146, -1.132], [-2.119, 0.094, -0.706], [-3.664, -4.336, -2.448], [-0.708, -2.065, -2.351], [0.258, -0.246, -1.257], [-1.208, 4.513, 0.829], [2.121, 6.246, -2.516], [1.415, 0.813, 4.041], [2.765, 6.237, -0.869], [1.100, 3.823, -2.505], [0.706, -3.898, -3.234], [-4.296, -3.092, -4.085], [-3.800, -3.323, -2.805], [1.987, 5.828, -1.518], [0.498, 1.897, -0.947], [-0.731, 0.959, 3.794], [-5.106, 1.227, -0.611], [4.233, -0.315, -1.153], [5.415, 0.603, -3.508], [5.674, -1.906, -1.249], [-3.098, -2.442, -0.990], [-3.240, 1.126, -2.112], [3.143, 0.069, 2.259], [0.567, 0.703, 3.380], [2.945, 1.390, -1.335], [-3.667, 4.510, -4.129], [3.618, -0.841, 0.116], [3.063, 3.991, -1.904], [-0.231, 0.138, 1.206], [-4.457, -1.793, -4.540], [-1.208, 3.903, -4.138], [0.347, 0.964, -3.986], [0.176, 2.577, -2.287], [-1.463, 0.425, 1.602], [-4.122, -0.723, -3.720], [-1.294, 3.158, -2.182], [-3.800, 3.821, -2.511], [-0.836, -4.326, -1.309], [-0.927, 1.282, 4.808], [0.425, -3.271, -1.695], [0.081, -2.344, -0.218], [-3.480, -2.254, -1.987], [-3.715, 0.577, 0.796], [0.758, 0.293, 2.074], [-0.339, 3.375, 1.340], [4.908, -0.966, 1.920], [3.660, -1.932, 0.112], [1.897, 3.878, -0.578], [5.871, 0.952, -4.426], [-4.454, 0.373, -0.459], [-3.379, 2.785, -3.892], [4.342, 1.284, -2.953], [-5.043, -0.532, -0.335], [1.660, -4.111, -0.908]], "e_lumo_ev": [-3.3, -3.3], "de_lowest_kcal_mol": 2.0, "s_squared": 2.002, "total_charge": 1, "multiplicity": 3, "homo_energy_ev": [-10.702, -10.702], "homo_lumo_gap_ev": [7.439, 7.428]}